Arrangement A

Formula: C2H3N3O
Source: the Open Molecules 2025 dataset
Level of theory: wB97M-V/def2-TZVPD

Computed properties:
Net charge: 0
M (g/mol): 85.066
Highest occupied orbital energy (eV): -9.97
Multiplicity: 1
Gap between HOMO and LUMO (eV): 10.5

Atoms and positions in Å:
O (-1.854, -0.704, 0.289)
C (-0.569, -0.355, 0.078)
N (0.426, -1.099, -0.338)
C (1.474, -0.228, -0.278)
N (1.186, 0.986, 0.141)
N (-0.143, 0.892, 0.354)
H (-2.357, -0.615, -0.530)
H (2.488, -0.505, -0.534)
H (-0.652, 1.627, 0.816)

Atom charges from the Mulliken analysis, given in e for atoms 1 to 5: -0.50, 0.41, -0.51, -0.01, -0.65

=====

Arrangement B

Formula: C2H3N3O
Source: the Open Molecules 2025 dataset
Level of theory: wB97M-V/def2-TZVPD

Computed properties:
Net charge: 0
M (g/mol): 85.066
Highest occupied orbital energy (eV): -9.41
Multiplicity: 1
Gap between HOMO and LUMO (eV): 10.3

Atoms and positions in Å:
O (2.194, 0.361, -0.081)
C (0.866, 0.209, -0.030)
N (0.084, 1.125, 0.497)
N (-1.129, 0.528, 0.373)
C (-1.009, -0.674, -0.204)
N (0.255, -0.912, -0.490)
H (2.540, -0.456, -0.468)
H (-1.949, 0.986, 0.737)
H (-1.838, -1.344, -0.382)

Atom charges from the Mulliken analysis, given in e for atoms 1 to 5: -0.48, 0.62, -0.69, 0.22, -0.07

=====

Compare the structures above. Which one is the least stable? arrangement A is.